Formula: C3H6N2O2
Source: the OMol25 dataset
Level of theory: the ωB97M-V functional and the def2-TZVPD basis

```
13
Properties=species:S:1:pos:R:3:mulliken_charge:R:1
N -1.55 0.06 -0.78 -0.340
C -1.41 -0.11 0.55 0.525
O -2.28 0.14 1.37 -0.612
C -0.07 -0.72 0.99 -0.477
O 1.00 0.24 1.05 -0.348
C 1.64 0.56 -0.07 0.190
N 1.31 0.17 -1.23 -0.651
H -2.38 0.54 -1.11 0.244
H -0.73 0.01 -1.38 0.250
H 0.22 -1.54 0.34 0.383
H -0.20 -1.06 2.02 0.242
H 2.50 1.19 0.17 0.376
H 1.96 0.53 -1.92 0.217
```

Relative energy (zero: lowest compared OMol25 entry of this formula, charge and spin): 28.9 kcal/mol
Kohn-Sham gap: 10.6 eV
E_tot: -10283.544 eV
Strongest force on any atom: 0.0073 Eh/bohr
Spin multiplicity: 1
SMILES: [H]/N=C/OCC(N)=O

Formula: C2H6O
Source: the OMol25 dataset
Level of theory: the ωB97M-V functional and the def2-TZVPD basis

```
9
Properties=species:S:1:pos:R:3:mulliken_charge:R:1
C 0.32 -0.86 -0.44 -0.332
C 0.27 -0.81 0.89 -0.336
H -0.16 -0.07 -1.02 -0.009
H 0.73 -1.72 -0.99 0.251
H -0.26 0.07 1.27 0.136
H 0.68 -1.52 1.62 0.259
O -0.19 1.80 -0.32 -0.672
H -1.10 1.97 0.02 0.328
H -0.31 1.14 -1.04 0.376
```

Relative energy (zero: lowest compared OMol25 entry of this formula, charge and spin): 34.7 kcal/mol
Kohn-Sham gap: 11.1 eV
E_tot: -4216.962 eV
Strongest force on any atom: 0.0424 Eh/bohr
Spin multiplicity: 1
SMILES: C=C.O

Formula: H31O15
Source: the OMol25 dataset
Level of theory: the ωB97M-V functional and the def2-TZVPD basis

```
46
Properties=species:S:1:pos:R:3:mulliken_charge:R:1
O -4.07 -0.54 2.05 -0.656
H 1.48 -4.17 -1.34 0.265
H -4.56 -1.39 1.86 0.325
O 2.18 -1.90 3.10 -0.709
H 2.49 -1.46 2.29 0.321
H 3.03 -2.14 3.43 0.292
O 1.43 -3.85 -0.44 -0.627
H -0.84 2.81 -1.43 0.359
H 2.36 -3.81 -0.08 0.332
O 0.92 3.76 -0.49 -0.514
H 0.16 3.62 0.06 0.257
H 0.87 4.62 -0.74 0.263
O 3.01 1.30 -0.68 -0.593
H 2.21 0.90 -0.40 0.221
H 2.82 2.08 -1.25 0.348
O -1.72 3.20 -1.04 -0.687
H -1.96 3.88 -1.68 0.299
H -0.46 -1.31 0.56 0.448
O 0.22 0.22 3.22 -0.683
H 0.99 -0.40 3.33 0.350
H -0.32 0.08 4.06 0.355
O -1.82 -1.04 -0.81 -0.619
H -1.28 -0.83 -1.54 0.282
H -2.52 -0.39 -0.75 0.370
O -0.89 -1.28 1.59 -0.529
H -0.03 -1.99 1.90 0.474
H -0.78 -0.25 1.66 0.427
O 1.33 2.55 -2.67 -0.568
H -2.52 1.68 -1.51 0.408
O 1.24 -0.94 -3.61 -0.588
H 0.74 -0.37 -4.20 0.304
H 1.43 -1.72 -4.15 0.270
O -2.17 2.25 1.60 -0.556
H -2.64 1.97 2.43 0.273
H -3.08 2.59 1.29 0.301
O 0.33 -3.23 2.10 -0.539
H 0.53 -3.08 3.07 0.439
H 1.20 -3.62 1.88 0.349
O -2.69 0.90 -2.08 -0.726
H -3.29 -0.33 1.56 0.309
H -3.64 0.87 -2.30 0.315
O 2.32 -1.52 -0.88 -0.478
H 2.00 -0.72 -1.51 0.307
H 2.52 -2.19 -1.54 0.234
H 1.65 1.79 -3.13 0.279
H 1.82 3.36 -2.76 0.293
```

Net charge: +1
Relative energy (zero: lowest compared OMol25 entry of this formula, charge and spin): 114.7 kcal/mol
Kohn-Sham gap: 10.3 eV
E_tot: -31206.565 eV
Strongest force on any atom: 0.1123 Eh/bohr
Spin multiplicity: 1

Formula: C4H8N2O2
Source: the OMol25 dataset
Level of theory: the ωB97M-V functional and the def2-TZVPD basis

```
16
Properties=species:S:1:pos:R:3:mulliken_charge:R:1
N 2.31 -0.95 -0.87 -0.619
C 1.12 -0.46 -0.29 -0.610
C 0.68 0.91 -0.76 0.544
N -0.47 1.31 -0.10 -0.162
C -1.23 0.64 1.01 -0.564
C -1.96 -0.63 0.73 0.225
O -2.89 -1.19 1.31 -0.467
O 1.31 1.63 -1.60 -0.658
H 2.32 -0.71 -1.93 0.270
H 2.32 -1.99 -0.65 0.279
H 1.08 -0.36 0.80 0.300
H 0.26 -1.07 -0.54 0.281
H -0.61 2.32 -0.20 0.278
H -1.95 1.36 1.45 0.387
H -0.68 0.44 1.91 0.304
H -1.60 -1.25 -0.28 0.214
```

Relative energy (zero: lowest compared OMol25 entry of this formula, charge and spin): 62.3 kcal/mol
Kohn-Sham gap: 10.0 eV
E_tot: -11351.410 eV
Strongest force on any atom: 0.0951 Eh/bohr
Spin multiplicity: 1
SMILES: NCC(=O)NCC=O

Formula: C20H60O10
Source: the OMol25 dataset
Level of theory: the ωB97M-V functional and the def2-TZVPD basis

```
90
Properties=species:S:1:pos:R:3:mulliken_charge:R:1
C 3.87 1.75 -1.37 -0.845
C 4.48 2.71 -2.39 -0.299
O 5.38 3.74 -1.84 -0.561
H 3.46 2.10 -0.43 0.192
H 4.68 1.06 -1.15 0.517
H 3.18 1.03 -1.80 0.131
H 3.74 3.06 -3.11 0.229
H 5.04 2.07 -3.08 0.362
H 6.03 4.02 -2.49 0.301
C 0.98 3.44 1.67 -0.475
C -0.54 3.31 1.64 -0.477
O -0.94 3.43 0.33 -0.351
H 1.20 4.45 1.35 0.239
H 1.39 2.69 1.00 -0.193
H 1.35 3.26 2.68 0.355
H -1.01 4.03 2.31 0.445
H -0.85 2.34 2.03 0.147
H -1.77 3.90 0.43 0.258
C -0.78 -3.88 -2.95 -0.976
C 0.40 -2.91 -2.87 0.425
O 1.23 -3.26 -1.79 -0.545
H -1.61 -3.51 -3.54 0.356
H -1.25 -4.14 -2.00 0.103
H -0.37 -4.80 -3.36 0.311
H 0.02 -1.88 -2.84 -0.325
H 1.02 -3.06 -3.75 0.367
H 0.94 -2.75 -1.03 0.205
C 1.43 5.49 -1.65 -1.264
C 0.85 4.23 -2.31 0.198
O -0.56 4.40 -2.24 -0.635
H 1.24 5.65 -0.59 0.239
H 0.96 6.37 -2.09 0.356
H 2.51 5.52 -1.80 0.312
H 1.30 3.31 -1.93 -0.048
H 1.24 4.16 -3.32 0.447
H -0.78 4.34 -1.31 0.507
C -0.81 0.75 -5.79 -1.536
C -0.35 1.34 -4.47 0.453
O -1.40 2.18 -4.12 -0.663
H -1.04 1.45 -6.59 0.338
H -1.60 0.01 -5.65 0.342
H -0.04 0.08 -6.18 0.424
H 0.53 1.91 -4.78 0.299
H 0.16 0.59 -3.87 0.036
H -0.98 2.55 -3.34 0.186
C 0.57 0.04 -0.45 -0.128
C 0.11 -0.52 0.87 0.308
O 0.09 -1.88 0.85 -0.221
H 0.67 1.12 -0.44 -0.357
H -0.08 -0.19 -1.29 -0.382
H 1.63 -0.19 -0.53 0.453
H -0.90 -0.17 1.05 0.044
H 0.82 -0.19 1.63 0.140
H 0.15 -2.21 1.75 0.282
C -0.78 -5.57 0.83 -0.653
C -0.22 -6.69 1.63 -0.359
O -0.29 -6.34 2.99 -0.453
H -0.26 -4.62 0.87 0.053
H -1.80 -5.39 1.18 0.267
H -0.93 -5.77 -0.23 0.311
H 0.75 -7.06 1.32 0.343
H -0.91 -7.53 1.50 0.285
H -0.02 -7.15 3.43 0.271
C -2.40 -3.64 4.20 -1.084
C -1.05 -2.99 4.37 0.181
O -0.30 -3.12 3.15 -0.597
H -2.73 -3.58 3.17 0.232
H -3.18 -3.09 4.71 0.436
H -2.36 -4.64 4.65 0.262
H -0.54 -3.51 5.18 0.283
H -1.08 -1.93 4.62 -0.115
H 0.13 -3.98 3.15 0.125
C 0.16 0.71 4.78 -0.675
C 0.65 1.88 5.58 -0.484
O 1.99 1.60 5.95 -0.543
H 0.76 0.52 3.89 0.213
H -0.78 0.92 4.27 0.351
H 0.14 -0.18 5.42 0.323
H 0.05 2.09 6.47 0.345
H 0.68 2.77 4.95 0.199
H 2.04 1.06 6.74 0.309
C -4.02 -0.32 -0.63 -1.130
C -3.70 0.76 -1.72 -0.215
O -2.35 0.80 -1.94 -0.358
H -5.02 -0.28 -0.21 0.406
H -3.39 -0.16 0.24 0.155
H -3.79 -1.35 -0.90 0.297
H -4.03 1.74 -1.38 0.308
H -4.28 0.43 -2.58 0.260
H -2.13 1.25 -2.76 0.425
```

Relative energy (zero: lowest compared OMol25 entry of this formula, charge and spin): 76.7 kcal/mol
Kohn-Sham gap: 10.1 eV
E_tot: -42183.471 eV
Strongest force on any atom: 0.0910 Eh/bohr
Spin multiplicity: 1
SMILES: CCO.CCO.CCO.CCO.CCO.CCO.CCO.CCO.CCO.CCO

Formula: C3H3N5
Source: the OMol25 dataset
Level of theory: the ωB97M-V functional and the def2-TZVPD basis

```
11
Properties=species:S:1:pos:R:3:mulliken_charge:R:1
C -0.06 -0.21 0.97 0.559
C 0.43 -1.18 -0.05 -0.054
C -0.93 1.22 -0.51 0.091
H 0.99 -0.97 2.33 0.280
H 0.39 -2.37 -0.05 0.348
H -1.78 1.88 -0.83 0.345
N 0.39 -0.01 2.14 -0.633
N 0.70 -0.78 -1.22 -0.230
N 0.81 0.50 -1.89 -0.149
N 0.16 1.43 -1.46 -0.156
N -1.09 0.48 0.56 -0.400
```

Relative energy (zero: lowest compared OMol25 entry of this formula, charge and spin): 100.5 kcal/mol
Kohn-Sham gap: 8.8 eV
E_tot: -10604.511 eV
Strongest force on any atom: 0.1423 Eh/bohr
Spin multiplicity: 1
SMILES: [H]/N=c1\cnnncn1